Density functional theory data (the ωB97M-V functional and the def2-TZVPD basis) for a structure of composition C16H51Ba2F3O15 in a non-equilibrium geometry.

Values from the calculation:
Molecular weight ... 815.22 g mol⁻¹
HOMO level ... -6.10 eV
ΔE to the lowest compared entry with this formula, charge and spin ... 26.0 kcal per mole
LUMO energy ... -0.0490 hartree

Each line ends with the Löwdin charge.
Cartesian coordinates (Å):
Ba -0.66534 -3.50665 0.72178  1.84
Ba -0.23525 -1.13661 4.35493  1.84
O -1.91478 -4.85917 -1.22493  -0.64
H -1.38062 -4.57216 -1.99098  -0.16
C -0.19782 0.15745 0.53524  -0.32
O -0.65116 -0.76072 -0.59015  -0.18
O 0.29770 -0.80099 1.47175  -0.47
C 0.60205 1.44837 0.04438  -0.53
F -0.25585 2.41904 -0.44835  0.10
F 1.33233 1.93327 1.05393  0.13
F 1.43443 1.24769 -0.95642  0.15
C -1.82302 -0.24200 -1.23786  -0.28
C -2.21608 -1.32390 -2.15997  -0.07
H -1.43084 -1.45533 -2.90445  0.08
H -2.43695 -2.19860 -1.54823  0.06
H -3.15897 -1.20383 -2.69348  0.08
H -1.69868 0.66452 -1.83020  0.10
H -2.65964 -0.03803 -0.56962  0.12
H -1.03017 0.66458 1.02320  0.11
O -2.90468 -2.05145 4.59562  -0.55
C -3.83462 -1.65368 3.54157  -0.37
C -3.67614 -1.91502 2.00126  -0.46
O -3.34667 -3.13956 1.44845  -0.47
H -3.89928 -0.56595 3.51374  0.06
H -4.80652 -1.94792 3.93774  0.09
H -2.92261 -1.25113 1.57752  0.05
H -4.47505 -1.44775 1.42551  0.08
C 1.64015 -2.77006 -1.85623  -0.17
O 1.60542 -3.42241 -0.64993  -0.30
H 0.59295 -2.62211 -2.11998  0.06
H 1.95486 -1.75042 -1.63395  0.08
H 2.20947 -3.11998 -2.71735  0.09
H 2.48909 -3.38783 -0.27640  0.08
C -1.81452 2.67173 -4.23772  -0.17
O -2.25789 3.94462 -3.83726  -0.12
H -2.56510 1.91569 -4.00725  0.07
H -1.35167 2.49506 -5.20861  0.09
H -0.98502 2.39851 -3.58549  0.05
H -2.58837 4.10865 -2.95099  0.08
C 3.15320 1.14796 3.58268  -0.16
O 1.80868 1.32952 3.90688  -0.18
H 3.65981 0.74571 4.45997  0.09
H 3.26409 0.40883 2.78928  0.07
H 3.62390 2.08021 3.27051  0.09
H 1.81388 2.16628 4.37743  0.09
C -1.94481 1.95468 4.61474  -0.15
O -1.53763 1.12433 3.55225  -0.28
H -2.89302 2.42304 4.35086  0.10
H -2.11135 1.28399 5.45768  0.08
H -1.26634 2.69828 5.03287  0.08
H -1.31617 1.69269 2.81095  0.08
C 0.05554 5.59306 -0.79651  -0.19
O 0.24247 6.88844 -1.30584  -0.10
H 0.75327 5.30307 -0.01091  0.07
H -0.86045 5.59292 -0.20570  0.07
H -0.13706 4.82350 -1.54402  0.07
H 0.89377 7.30960 -0.74013  0.08
C 3.78446 -2.47138 3.30974  -0.15
O 2.48950 -1.97775 3.43286  -0.24
H 4.39880 -2.33243 4.19934  0.10
H 3.73275 -3.52165 3.02278  0.08
H 4.34423 -2.04753 2.47601  0.08
H 2.09863 -1.81237 2.57177  0.02
C 4.59001 -0.07354 -0.30064  -0.13
O 5.94226 -0.24315 0.22349  -0.12
H 4.03055 0.79702 0.04180  0.05
H 4.56184 0.06702 -1.38117  0.08
H 3.99654 -0.96237 -0.08646  0.06
H 6.35746 -1.04724 -0.09690  0.07
C -5.77502 -1.68714 -1.71787  -0.18
O -5.11283 -2.58587 -0.85840  -0.11
H -5.77862 -2.10633 -2.72404  0.07
H -6.83037 -1.76940 -1.45790  0.07
H -5.36688 -0.67665 -1.73891  0.07
H -4.50584 -2.11375 -0.28372  0.02
C 0.05615 -3.64842 -5.06831  -0.14
O 1.19667 -4.47914 -4.92667  -0.16
H -0.06538 -3.66707 -6.15135  0.08
H -0.68943 -4.15973 -4.45938  0.08
H 0.38518 -2.71188 -4.61804  0.07
H 0.98455 -5.37718 -5.19149  0.07
C 3.84365 3.84615 0.03936  -0.18
O 3.44664 4.50472 -1.13922  -0.10
H 4.91087 3.62547 0.01854  0.08
H 3.80731 4.39575 0.97996  0.08
H 3.29986 2.90174 0.06103  0.04
H 3.68954 3.84206 -1.78998  0.08